Record 1
The following is a quantum chemistry calculation of a 10-piece molecular cluster, CH21O10 overall at a distorted geometry, from the OMol25 dataset.

```
32
Properties=species:S:1:pos:R:3
C 10.09 -0.18 0.35
O 9.50 1.03 -0.09
H 11.14 -0.07 0.61
H 9.56 -0.58 1.21
H 10.13 -0.93 -0.43
O 8.23 -0.43 -1.49
H 7.50 0.06 -1.11
H 9.01 0.05 -1.22
O 8.22 0.75 1.86
H 7.37 0.74 1.42
H 8.85 0.57 1.16
O 9.00 -2.51 -0.82
H 8.98 -2.63 0.12
H 9.23 -1.59 -0.95
O 7.86 2.70 0.24
H 7.31 2.03 -0.17
H 8.74 2.33 0.21
O 8.89 -1.99 2.33
H 8.72 -2.77 1.79
H 8.09 -1.87 2.83
O 11.55 1.56 2.02
H 12.20 0.88 1.84
H 10.83 1.36 1.42
O 11.35 2.32 -1.28
H 10.76 1.74 -0.80
H 12.19 2.23 -0.83
O 12.85 0.76 -0.67
H 13.03 0.02 -0.09
H 12.05 0.52 -1.13
O 9.15 1.78 -2.13
H 9.87 1.90 -1.52
H 8.41 2.22 -1.71
```

Properties
- HOMO: -5.3 eV
- LUMO level: 2.844 eV
- Kohn-Sham gap: 0.29782 Eh
- Total charge: -1
- Energy relative to the best compared isomer or geometry (same formula, charge and spin): 732.62 kJ/mol

Atom charges from the Löwdin analysis, given in e for atoms 1 to 4: atom 1 (C): -0.2148, atom 2 (O): -0.4477, atom 3 (H): 0.0612, atom 4 (H): 0.0681

---

Record 2
The following is a quantum chemistry calculation of CH22MnO14 as an isolated structure at a distorted geometry, from the OMol25 dataset.

```
38
Properties=species:S:1:pos:R:3
Mn 19.93 8.17 28.21
C 20.04 6.57 30.18
O 18.95 7.01 29.66
O 21.07 7.09 29.53
O 20.09 5.70 31.06
O 23.25 5.79 28.36
H 24.08 5.83 28.86
H 22.58 6.20 28.95
O 17.64 4.00 29.33
H 18.09 4.80 29.64
H 17.99 3.30 29.89
O 18.28 4.15 32.82
H 19.11 4.41 32.38
H 18.44 4.29 33.76
O 21.91 3.35 28.95
H 21.83 3.35 29.92
H 22.37 4.19 28.75
O 19.09 7.41 33.40
H 19.14 6.97 32.53
H 19.39 6.74 34.02
O 22.53 8.49 31.55
H 21.80 9.00 31.91
H 22.13 7.87 30.89
O 19.84 9.97 29.40
H 19.75 10.93 29.43
H 19.89 9.69 30.33
O 21.59 5.45 33.31
H 22.05 6.27 33.53
H 21.09 5.65 32.48
O 21.74 2.55 31.82
H 22.02 3.39 32.23
H 22.04 1.88 32.44
O 19.79 6.80 26.63
H 20.46 6.10 26.79
H 19.14 6.38 26.03
O 16.11 7.00 29.85
H 17.07 6.90 29.71
H 15.94 6.55 30.69
```

Properties
- HOMO (alpha / beta): -10.1 / -10.1 eV
- LUMO level (alpha / beta): -1.686 / -2.015 eV
- Multiplicity: 6
- Kohn-Sham gap (alpha / beta): 0.30831 / 0.29629 Eh
- Energy relative to the best compared isomer or geometry (same formula, charge and spin): 81.00 kJ/mol

Atom charges from the Löwdin analysis, given in e for atoms 1 to 4: atom 1 (Mn): 1.1276, atom 2 (C): -0.8040, atom 3 (O): -0.1280, atom 4 (O): -0.1945

---

Record 3
The following is a quantum chemistry calculation of CH2AgF as an isolated structure at a distorted geometry, from the OMol25 dataset.

```
5
Properties=species:S:1:pos:R:3
H 0.38 -0.96 1.04
C 0.30 -0.14 -0.03
Ag -2.28 1.09 -0.02
F 1.26 0.76 -0.05
H 0.34 -0.76 -0.94
```

Properties
- HOMO (alpha / beta): -14.8 / -16.9 eV
- LUMO level (alpha / beta): -6.733 / -7.622 eV
- Multiplicity: 2
- Kohn-Sham gap (alpha / beta): 0.29480 / 0.34093 Eh
- Total charge: +1

Atom charges from the Löwdin analysis, given in e for atoms 1 to 4: atom 1 (H): 0.1798, atom 2 (C): -0.0929, atom 3 (Ag): 0.8676, atom 4 (F): -0.0090

---

Record 4
The following is a quantum chemistry calculation of a 2-piece molecular cluster, CH2BN overall at a distorted geometry, from the OMol25 dataset.

```
5
Properties=species:S:1:pos:R:3
B 0.56 -0.60 -0.68
C 0.16 -0.71 0.72
N -0.19 -0.82 1.86
H 0.33 -0.17 -1.70
H -0.85 2.29 -0.21
```

Properties
- HOMO (alpha / beta): -8.5 / -12.5 eV
- LUMO level (alpha / beta): -1.611 / -1.256 eV
- Multiplicity: 3
- Kohn-Sham gap (alpha / beta): 0.25364 / 0.41357 Eh
- Energy relative to the best compared isomer or geometry (same formula, charge and spin): 1.52 kJ/mol

Atom charges from the Löwdin analysis, given in e for atoms 1 to 4: atom 1 (B): 0.0781, atom 2 (C): -0.2530, atom 3 (N): 0.1352, atom 4 (H): -0.0349

---

Record 5
The following is a quantum chemistry calculation of a 2-piece molecular cluster, CH2Br2ClOP overall at a distorted geometry, from the OMol25 dataset.

```
8
Properties=species:S:1:pos:R:3
C 0.19 -0.21 0.48
O -4.34 0.62 0.03
P -3.13 0.82 0.81
Cl 0.55 -0.53 2.05
Br -2.80 3.06 1.09
Br -3.51 0.14 2.95
H 0.39 0.77 0.09
H -0.15 -1.01 -0.15
```

Properties
- HOMO (alpha / beta): -8.8 / -9.9 eV
- LUMO level (alpha / beta): -3.366 / -0.768 eV
- Kohn-Sham gap (alpha / beta): 0.19932 / 0.33461 Eh
- Energy relative to the best compared isomer or geometry (same formula, charge and spin): 248.41 kJ/mol

Atom charges from the Löwdin analysis, given in e for atoms 1 to 4: atom 1 (C): -0.5574, atom 2 (O): -0.5097, atom 3 (P): 0.0458, atom 4 (Cl): 0.6026

---

Record 6
The following is a quantum chemistry calculation of CH2Br2N2O as an isolated structure at a distorted geometry, from the OMol25 dataset.

```
8
Properties=species:S:1:pos:R:3
C -1.69 -0.46 -0.33
N -1.73 -0.46 0.87
N 2.21 0.01 0.19
O -1.76 -0.42 -1.48
Br 2.12 0.74 1.92
Br 1.78 0.94 -1.18
H 0.33 0.73 -1.42
H -1.26 -1.07 1.44
```

Properties
- HOMO: -8.7 eV
- LUMO level: -0.014 eV
- Kohn-Sham gap: 0.31809 Eh
- Energy relative to the best compared isomer or geometry (same formula, charge and spin): 349.82 kJ/mol

Atom charges from the Löwdin analysis, given in e for atoms 1 to 4: atom 1 (C): -0.4305, atom 2 (N): 0.2192, atom 3 (N): -1.1523, atom 4 (O): 0.1421

---

Record 7
The following is a quantum chemistry calculation of a 2-piece molecular cluster, CH2BrCl2P overall at a distorted geometry, from the OMol25 dataset.

```
7
Properties=species:S:1:pos:R:3
C 0.26 1.07 1.02
P 0.70 -1.43 -1.10
Cl -0.98 -2.24 -0.36
Cl -0.19 -0.33 -2.55
Br -1.54 0.73 1.06
H 1.04 0.34 1.53
H 0.72 1.86 0.40
```

Properties
- HOMO (alpha / beta): -8.3 / -8.4 eV
- LUMO level (alpha / beta): -0.235 / -1.197 eV
- Kohn-Sham gap (alpha / beta): 0.29683 / 0.26530 Eh
- Energy relative to the best compared isomer or geometry (same formula, charge and spin): 275.22 kJ/mol

Atom charges from the Löwdin analysis, given in e for atoms 1 to 4: atom 1 (C): -0.6507, atom 2 (P): 0.0048, atom 3 (Cl): 0.0195, atom 4 (Cl): 0.0228

---

Record 8
The following is a quantum chemistry calculation of a 2-piece molecular cluster, CH2BrN overall at a distorted geometry, from the OMol25 dataset.

```
5
Properties=species:S:1:pos:R:3
C -1.98 -0.26 -0.62
N -1.47 -0.01 0.38
Br 2.76 0.49 -0.15
H 1.83 -0.42 -0.90
H -1.14 0.19 1.30
```

Properties
- HOMO (alpha / beta): -5.4 / -11.0 eV
- LUMO level (alpha / beta): 0.709 / -3.277 eV
- Multiplicity: 3
- Kohn-Sham gap (alpha / beta): 0.22474 / 0.28245 Eh
- Energy relative to the best compared isomer or geometry (same formula, charge and spin): 300.82 kJ/mol

Atom charges from the Löwdin analysis, given in e for atoms 1 to 4: atom 1 (C): -0.0302, atom 2 (N): -0.0169, atom 3 (Br): 0.2130, atom 4 (H): -0.2243

---

Record 9
The following is a quantum chemistry calculation of a 2-piece molecular cluster, CH2BrNO3 overall at a distorted geometry, from the OMol25 dataset.

```
8
Properties=species:S:1:pos:R:3
O -2.52 0.77 0.40
C -1.38 0.57 0.51
N -0.76 -0.63 -0.26
O -1.22 -1.73 -0.36
O 0.30 -0.21 -0.73
H -0.46 1.01 0.96
Br 3.74 0.21 -0.27
H 2.29 0.01 -0.24
```

Properties
- HOMO: -10.8 eV
- LUMO level: -1.195 eV
- Kohn-Sham gap: 0.35324 Eh
- SMILES: O=C[N+](=O)[O-].Br
- Energy relative to the best compared isomer or geometry (same formula, charge and spin): 58.36 kJ/mol

Atom charges from the Löwdin analysis, given in e for atoms 1 to 4: atom 1 (O): 0.1941, atom 2 (C): -0.1336, atom 3 (N): -0.3555, atom 4 (O): 0.1443

---

Record 10
The following is a quantum chemistry calculation of a 2-piece molecular cluster, CH2BrNO3S overall at a distorted geometry, from the OMol25 dataset.

```
9
Properties=species:S:1:pos:R:3
C 2.56 -0.57 0.72
N -1.88 -0.01 0.35
O 1.51 -0.86 1.12
O 3.54 -0.33 0.18
O -1.41 -0.26 -2.19
S -0.72 -0.07 -0.94
Br 0.42 1.88 -0.96
H -1.23 -0.11 1.12
H -2.79 0.32 0.60
```

Properties
- HOMO: -9.8 eV
- LUMO level: -0.103 eV
- Kohn-Sham gap: 0.35791 Eh
- Energy relative to the best compared isomer or geometry (same formula, charge and spin): 26.73 kJ/mol

Atom charges from the Löwdin analysis, given in e for atoms 1 to 4: atom 1 (C): -0.4518, atom 2 (N): -0.2167, atom 3 (O): 0.1494, atom 4 (O): 0.2184

---

Record 11
The following is a quantum chemistry calculation of CH2Cl2NO2P as an isolated structure at a distorted geometry, from the OMol25 dataset.

```
9
Properties=species:S:1:pos:R:3
C -3.39 0.02 -0.25
N -0.07 0.13 -0.12
O -2.33 0.35 1.15
O -2.50 0.18 -1.13
P -1.33 1.08 0.08
Cl -4.69 1.02 -0.06
Cl -3.79 -1.69 0.16
H -0.08 -0.87 -0.35
H 0.57 0.72 -0.65
```

Properties
- HOMO: -9.8 eV
- LUMO level: 0.180 eV
- Kohn-Sham gap: 0.36740 Eh
- Energy relative to the best compared isomer or geometry (same formula, charge and spin): 240.78 kJ/mol

Atom charges from the Löwdin analysis, given in e for atoms 1 to 4: atom 1 (C): -1.4342, atom 2 (N): -0.1506, atom 3 (O): -0.4741, atom 4 (O): -0.2788

---

Record 12
The following is a quantum chemistry calculation of a 2-piece molecular cluster, CH2Cl2O2 overall at a distorted geometry, from the OMol25 dataset.

```
7
Properties=species:S:1:pos:R:3
C -0.05 0.74 0.44
O 0.70 -0.05 -0.24
O -1.07 0.27 1.12
Cl 0.70 2.11 1.16
Cl -0.89 1.78 -1.56
H 1.61 0.26 -0.47
H -1.52 -0.51 0.77
```

Properties
- HOMO: -9.4 eV
- LUMO level: -0.200 eV
- Kohn-Sham gap: 0.33743 Eh
- Energy relative to the best compared isomer or geometry (same formula, charge and spin): 135.88 kJ/mol

Atom charges from the Löwdin analysis, given in e for atoms 1 to 4: atom 1 (C): -1.0845, atom 2 (O): 0.0050, atom 3 (O): 0.0656, atom 4 (Cl): 0.7619

---

Record 13
The following is a quantum chemistry calculation of a 2-piece molecular cluster, CH2Cl2O3 overall at a distorted geometry, from the OMol25 dataset.

```
8
Properties=species:S:1:pos:R:3
O -2.63 0.53 -0.13
C -1.53 0.13 0.05
O -0.46 0.87 0.16
O -1.33 -1.23 0.02
Cl 0.15 -1.98 -0.28
H -0.48 1.86 0.01
Cl 3.65 0.08 0.46
H 2.63 -0.27 -0.29
```

Properties
- HOMO: -11.3 eV
- LUMO level: -0.700 eV
- Kohn-Sham gap: 0.38930 Eh
- SMILES: O=C(O)OCl.Cl
- Energy relative to the best compared isomer or geometry (same formula, charge and spin): 31.39 kJ/mol

Atom charges from the Löwdin analysis, given in e for atoms 1 to 4: atom 1 (O): 0.1506, atom 2 (C): -0.7038, atom 3 (O): 0.1077, atom 4 (O): -0.4351

---

Record 14
The following is a quantum chemistry calculation of a 2-piece molecular cluster, CH2Cl3 overall at a distorted geometry, from the OMol25 dataset.

```
6
Properties=species:S:1:pos:R:3
Cl -1.61 0.78 0.97
Cl 1.15 -0.50 0.88
C 2.71 -1.24 1.00
Cl 4.08 -0.15 0.97
H 2.75 -1.90 0.15
H 2.75 -1.81 1.92
```

Properties
- HOMO (alpha / beta): -11.1 / -11.1 eV
- LUMO level (alpha / beta): 0.956 / -3.962 eV
- Multiplicity: 2
- Kohn-Sham gap (alpha / beta): 0.44305 / 0.26187 Eh

Atom charges from the Löwdin analysis, given in e for atoms 1 to 4: atom 1 (Cl): 0.0122, atom 2 (Cl): 0.4897, atom 3 (C): -1.0733, atom 4 (Cl): 0.5284

---

Record 15
The following is a quantum chemistry calculation of a 2-piece molecular cluster, CH2Cl3N3 overall at a distorted geometry, from the OMol25 dataset.

```
9
Properties=species:S:1:pos:R:3
C 0.99 -0.44 -1.09
N -1.09 0.05 2.16
N -1.25 0.70 1.16
N -0.74 0.78 -0.03
Cl 2.28 0.55 -0.76
Cl 0.40 -0.41 -2.72
Cl 0.95 -1.99 -0.38
H -0.49 -0.80 2.16
H -1.05 1.56 -0.51
```

Properties
- HOMO (alpha / beta): -8.1 / -9.2 eV
- LUMO level (alpha / beta): -1.280 / -0.455 eV
- Kohn-Sham gap (alpha / beta): 0.25078 / 0.32013 Eh
- Energy relative to the best compared isomer or geometry (same formula, charge and spin): 174.00 kJ/mol

Atom charges from the Löwdin analysis, given in e for atoms 1 to 4: atom 1 (C): -1.7355, atom 2 (N): 0.0470, atom 3 (N): -0.1844, atom 4 (N): 0.0337

---

Record 16
The following is a quantum chemistry calculation of a 2-piece molecular cluster, CH2Cl3P overall at a distorted geometry, from the OMol25 dataset.

```
7
Properties=species:S:1:pos:R:3
C 0.14 1.12 0.69
P -2.75 -0.03 -0.69
Cl -3.16 -0.63 1.15
Cl -3.81 1.63 -0.75
Cl 1.77 1.03 0.26
H -0.10 2.29 0.65
H -0.32 0.64 1.53
```

Properties
- HOMO (alpha / beta): -8.2 / -8.8 eV
- LUMO level (alpha / beta): -0.330 / -1.110 eV
- Kohn-Sham gap (alpha / beta): 0.29009 / 0.28378 Eh
- Energy relative to the best compared isomer or geometry (same formula, charge and spin): 187.97 kJ/mol

Atom charges from the Löwdin analysis, given in e for atoms 1 to 4: atom 1 (C): -0.6063, atom 2 (P): -0.0690, atom 3 (Cl): 0.0630, atom 4 (Cl): 0.0665

---

Record 17
The following is a quantum chemistry calculation of a 2-piece molecular cluster, CH2ClFN2O overall at a distorted geometry, from the OMol25 dataset.

```
8
Properties=species:S:1:pos:R:3
C -1.15 -0.01 -0.26
N -0.60 -0.57 0.73
N 1.35 0.50 -1.12
O -2.10 0.34 -0.88
F 1.77 -0.42 -0.09
Cl 1.46 2.12 -0.54
H 0.33 -0.75 0.75
H -1.08 -1.21 1.40
```

Properties
- HOMO (alpha / beta): -7.7 / -9.2 eV
- LUMO level (alpha / beta): -1.118 / -0.416 eV
- Kohn-Sham gap (alpha / beta): 0.24061 / 0.32215 Eh
- Energy relative to the best compared isomer or geometry (same formula, charge and spin): 262.72 kJ/mol

Atom charges from the Löwdin analysis, given in e for atoms 1 to 4: atom 1 (C): -0.2893, atom 2 (N): 0.1878, atom 3 (N): -0.4308, atom 4 (O): 0.1585

---

Record 18
The following is a quantum chemistry calculation of a 2-piece molecular cluster, CH2ClFN2O overall at a distorted geometry, from the OMol25 dataset.

```
8
Properties=species:S:1:pos:R:3
N -1.84 0.38 0.53
C -1.16 0.38 -0.42
O -0.21 0.57 -1.08
H -2.41 -0.40 0.84
F 3.36 -0.98 -0.68
N 2.01 -1.20 -0.88
Cl 1.29 -1.55 0.74
H 1.49 -0.47 -1.40
```

Properties
- HOMO: -9.9 eV
- LUMO level: 0.256 eV
- Kohn-Sham gap: 0.37180 Eh
- SMILES: N=C=O.FNCl
- Energy relative to the best compared isomer or geometry (same formula, charge and spin): 89.86 kJ/mol

Atom charges from the Löwdin analysis, given in e for atoms 1 to 4: atom 1 (N): 0.2132, atom 2 (C): -0.4387, atom 3 (O): 0.0874, atom 4 (H): 0.1038

---

Record 19
The following is a quantum chemistry calculation of a 2-piece molecular cluster, CH2ClFO2 overall at a distorted geometry, from the OMol25 dataset.

```
7
Properties=species:S:1:pos:R:3
O -1.10 -2.43 1.52
C -2.07 -2.35 0.83
F -2.38 -3.27 -0.03
Cl -3.26 -1.14 0.72
O -0.55 0.65 -0.30
H -0.35 -0.07 0.31
H -0.01 1.37 -0.02
```

Properties
- HOMO: -11.7 eV
- LUMO level: 0.593 eV
- Kohn-Sham gap: 0.45050 Eh
- SMILES: O=C(F)Cl.O
- Energy relative to the best compared isomer or geometry (same formula, charge and spin): 46.08 kJ/mol

Atom charges from the Löwdin analysis, given in e for atoms 1 to 4: atom 1 (O): 0.1010, atom 2 (C): -0.9634, atom 3 (F): 0.0863, atom 4 (Cl): 0.8000

---

Record 20
The following is a quantum chemistry calculation of a 2-piece molecular cluster, CH2ClI overall at a distorted geometry, from the OMol25 dataset.

```
5
Properties=species:S:1:pos:R:3
C -0.38 -0.39 -1.23
Cl -0.77 0.88 -0.15
I 1.41 0.99 4.38
H 0.19 -1.06 -0.70
H -0.45 -0.42 -2.30
```

Properties
- HOMO (alpha / beta): -10.3 / -8.6 eV
- LUMO level (alpha / beta): -0.087 / -3.296 eV
- Kohn-Sham gap (alpha / beta): 0.37624 / 0.19492 Eh
- Energy relative to the best compared isomer or geometry (same formula, charge and spin): 224.54 kJ/mol

Atom charges from the Löwdin analysis, given in e for atoms 1 to 4: atom 1 (C): -0.4716, atom 2 (Cl): 0.5173, atom 3 (I): -0.0031, atom 4 (H): -0.0498